Record 1
A molecular structure, C48H49AsBrDyN3OPS4Sb2 in a non-equilibrium geometry, computed with ωB97M-V/def2-TZVPD.

Its net charge is -2. The value obtained for the electronic energy is -277760.9807 eV. As for the lowest unoccupied orbital energy (alpha / beta): 3.31 / 3.31 eV. As for the multiplicity: 6. As for the highest occupied orbital energy (alpha / beta): -0.0734 / -0.0732 Eh. The HOMO-LUMO gap (alpha / beta) comes out at 5.3 / 5.3 eV.

Last column: Löwdin spin population.
Positions of all 111 atoms, in Å:
Dy1 -3.70 -0.07 1.44  5.0584
C1 -0.75 3.63 -3.70  0.0000
C2 -1.65 2.48 -4.08  -0.0001
C3 -2.21 2.29 -5.34  0.0000
C4 -3.09 1.26 -5.62  0.0000
C5 -3.36 0.28 -4.65  0.0000
C6 -2.87 0.50 -3.41  0.0000
C7 -2.09 1.59 -3.06  -0.0006
P1 -1.75 1.56 -1.21  -0.0017
C8 0.06 1.70 -0.95  -0.0001
C9 0.40 2.37 0.22  -0.0001
C10 1.74 2.51 0.63  0.0000
C11 2.79 2.05 -0.15  -0.0001
C12 2.46 1.36 -1.32  0.0000
C13 1.11 1.16 -1.71  -0.0001
C14 0.75 0.43 -2.92  0.0000
C15 -2.49 3.14 -0.66  -0.0010
C16 -1.78 4.35 -0.60  0.0000
C17 -2.30 5.49 -0.02  -0.0012
C18 -3.57 5.42 0.52  -0.0001
C19 -4.28 4.26 0.47  -0.0006
C20 -3.81 3.08 -0.11  -0.0007
C21 -4.58 1.89 -0.04  -0.0074
H1 -1.35 4.32 -3.05  0.0000
H2 -0.41 4.22 -4.60  0.0000
H3 0.10 3.26 -3.17  0.0000
H4 -1.97 2.97 -6.19  0.0000
H5 -3.54 1.19 -6.60  0.0000
H6 -3.84 -0.64 -4.89  0.0000
H7 -3.09 -0.21 -2.57  0.0001
H8 -0.43 2.73 0.80  0.0000
H9 1.97 3.17 1.51  0.0000
H10 3.81 2.37 0.02  0.0000
H11 3.20 1.01 -1.99  0.0000
H12 1.65 -0.05 -3.37  0.0000
H13 0.03 -0.41 -2.79  0.0000
H14 0.33 1.14 -3.63  0.0000
H15 -0.81 4.21 -0.93  0.0000
H16 -1.74 6.37 -0.17  -0.0001
H17 -4.02 6.36 0.89  0.0000
H18 -5.30 4.14 0.87  0.0000
H19 -4.61 1.31 -0.94  0.0008
H20 -5.56 2.20 0.28  0.0007
Br1 7.41 0.58 4.52  0.0000
C22 5.77 1.55 4.63  0.0000
C23 4.90 1.72 3.52  0.0000
C24 3.74 2.44 3.65  0.0000
C25 3.51 3.14 4.82  0.0000
C26 4.39 3.00 5.90  0.0000
C27 5.53 2.25 5.83  0.0000
N1 2.45 4.07 5.02  0.0002
N2 1.26 3.87 4.73  0.0000
C28 0.67 2.77 4.16  0.0001
C29 1.12 1.49 3.87  0.0000
C30 0.46 0.51 3.19  -0.0001
C31 -0.84 0.75 2.66  -0.0006
O1 -1.41 0.02 1.87  -0.0116
C32 -1.49 1.96 3.16  -0.0004
N3 -2.78 2.09 2.79  -0.0096
C33 -3.43 3.17 3.13  0.0002
C34 -2.77 4.25 3.71  -0.0002
C35 -1.48 4.15 4.11  0.0002
C36 -0.73 3.01 3.79  -0.0002
H21 5.02 1.14 2.64  0.0000
H22 3.11 2.50 2.78  0.0000
H23 4.25 3.74 6.71  0.0000
H24 6.23 2.24 6.69  0.0000
H25 2.05 1.16 4.35  0.0000
H26 0.89 -0.45 2.88  0.0000
H27 -4.47 3.10 2.99  0.0002
H28 -3.47 5.07 4.00  0.0000
H29 -0.98 4.87 4.69  0.0000
S1 -4.09 -1.97 -1.00  -0.0031
As1 -4.76 -2.89 0.89  -0.0047
S2 -6.41 -1.05 1.12  -0.0081
S3 -6.00 -0.01 2.88  -0.0012
S4 -3.37 -2.36 2.53  -0.0068
C37 -2.79 -5.23 -1.48  -0.0002
Sb1 -1.40 -3.64 -2.00  0.0002
C38 -0.55 -3.56 -0.05  -0.0001
C39 -0.03 -5.20 -2.90  0.0001
C40 0.89 -6.01 -2.03  0.0000
C41 0.39 -7.09 -1.22  0.0000
C42 1.17 -7.92 -0.46  0.0000
C43 2.55 -7.61 -0.35  0.0000
C44 3.05 -6.56 -1.12  0.0000
C45 2.30 -5.77 -1.98  0.0000
C46 3.04 -4.71 -2.72  0.0000
Sb2 2.49 -2.77 -1.86  0.0000
C47 3.15 -3.15 0.15  0.0000
C48 4.40 -2.03 -2.63  0.0000
H30 -2.32 -5.76 -0.62  0.0000
H31 -3.73 -4.69 -1.37  -0.0002
H32 -2.89 -5.90 -2.33  0.0000
H33 -1.31 -4.00 0.64  -0.0001
H34 -0.44 -2.46 0.12  0.0000
H35 0.33 -4.21 0.02  0.0000
H36 0.58 -4.83 -3.72  0.0000
H37 -0.82 -5.85 -3.30  0.0000
H38 -0.67 -7.32 -1.22  0.0000
H39 0.76 -8.72 0.14  0.0000
H40 3.20 -8.16 0.31  0.0000
H41 4.07 -6.31 -0.97  0.0000
H42 2.71 -4.70 -3.76  0.0000
H43 4.12 -4.78 -2.71  0.0000
H44 3.83 -2.30 0.38  0.0000
H45 3.67 -4.07 0.26  0.0000
H46 2.34 -3.13 0.86  0.0000
H47 5.16 -2.74 -2.36  0.0000
H48 4.68 -1.02 -2.39  0.0000
H49 4.35 -2.06 -3.72  0.0000

=====

Record 2
A molecular structure, C48H49AsGeI2MnN4O2S in a non-equilibrium geometry, computed with ωB97M-V/def2-TZVPD.

Its net charge is +3. The value obtained for the electronic energy is -236314.2593 eV. As for the lowest unoccupied orbital energy (alpha / beta): -9.37 / -10.47 eV. The energy above the lowest of the compared OMol25 structures with the same formula, charge and spin is 0.00 kJ/mol. As for the multiplicity: 5. As for the highest occupied orbital energy (alpha / beta): -0.5749 / -0.5624 Eh. The HOMO-LUMO gap (alpha / beta) comes out at 6.3 / 4.8 eV.

Last column: Löwdin spin population.
Positions of all 109 atoms, in Å:
Mn1 0.38 -0.62 -0.06  3.3848
I1 4.99 -1.98 -6.06  0.1951
C1 3.53 -1.52 -4.66  0.1883
C2 2.25 -1.17 -5.08  0.0014
C3 1.29 -0.91 -4.14  0.0997
I2 -0.60 -0.29 -4.75  0.0350
C4 1.55 -1.02 -2.73  0.1471
O1 0.58 -0.85 -1.90  0.1873
C5 2.89 -1.33 -2.33  0.0742
C6 3.31 -1.47 -0.89  0.0030
N1 2.49 -0.70 0.05  -0.0476
C7 3.00 -0.80 1.43  -0.0010
C8 1.91 -0.64 2.44  -0.0001
C9 2.22 -0.60 3.79  -0.0022
C10 1.21 -0.51 4.73  0.0049
C11 -0.10 -0.47 4.27  -0.0016
C12 -0.34 -0.51 2.92  0.0021
N2 0.64 -0.60 2.00  -0.0328
C13 3.84 -1.55 -3.29  0.0448
H1 2.01 -1.10 -6.13  -0.0021
H2 4.35 -1.16 -0.80  -0.0009
H3 3.25 -2.52 -0.60  0.0023
H4 2.55 0.29 -0.22  0.0013
H5 3.78 -0.05 1.61  -0.0015
H6 3.46 -1.78 1.58  0.0003
H7 3.26 -0.65 4.09  -0.0004
H8 1.43 -0.48 5.78  0.0002
H9 -0.94 -0.41 4.96  0.0000
H10 -1.35 -0.48 2.53  -0.0005
H11 4.86 -1.78 -2.99  -0.0007
O2 0.84 1.36 -0.17  0.0708
As1 0.85 3.04 -0.26  0.0110
C14 2.54 3.58 -1.00  0.0013
C15 2.60 4.32 -2.18  0.0004
C16 3.83 4.73 -2.66  0.0001
C17 4.99 4.41 -1.97  0.0003
C18 4.93 3.66 -0.80  0.0000
C19 3.70 3.25 -0.31  0.0003
C20 -0.61 3.64 -1.33  0.0021
C21 -0.87 5.01 -1.41  0.0004
C22 -1.91 5.46 -2.21  0.0003
C23 -2.68 4.54 -2.91  -0.0001
C24 -2.43 3.18 -2.83  0.0003
C25 -1.39 2.72 -2.03  0.0007
C26 0.69 3.66 1.55  0.0024
C27 -0.38 3.15 2.28  0.0005
C28 -0.58 3.58 3.58  0.0000
C29 0.28 4.51 4.15  0.0003
C30 1.35 5.01 3.41  0.0001
C31 1.56 4.58 2.11  0.0006
H12 1.69 4.57 -2.72  0.0000
H13 3.89 5.32 -3.57  0.0000
H14 5.95 4.76 -2.33  0.0000
H15 5.84 3.42 -0.26  0.0000
H16 3.63 2.69 0.62  0.0000
H17 -0.25 5.70 -0.85  0.0000
H18 -2.11 6.52 -2.28  0.0000
H19 -3.49 4.90 -3.54  0.0000
H20 -3.03 2.48 -3.39  0.0000
H21 -1.16 1.66 -1.96  0.0002
H22 -1.04 2.42 1.83  -0.0001
H23 -1.42 3.21 4.16  0.0000
H24 0.13 4.85 5.16  0.0000
H25 2.02 5.74 3.85  0.0000
H26 2.39 4.97 1.53  0.0000
Ge1 0.32 -3.13 -0.05  -0.1920
C32 1.44 -3.79 1.43  -0.0411
C33 1.00 -3.76 2.75  -0.0103
C34 1.80 -4.30 3.76  0.0003
C35 3.03 -4.85 3.45  -0.0114
C36 3.45 -4.92 2.13  -0.0002
C37 2.66 -4.38 1.12  -0.0143
C38 -1.48 -3.89 -0.13  -0.0378
C39 -2.44 -3.70 0.87  -0.0067
C40 -3.65 -4.37 0.80  -0.0002
C41 -3.91 -5.23 -0.26  -0.0079
C42 -2.96 -5.42 -1.25  -0.0011
C43 -1.75 -4.75 -1.19  -0.0141
H27 1.03 -3.66 -1.31  -0.0205
H28 0.02 -3.36 3.00  -0.0005
H29 1.45 -4.29 4.78  0.0001
H30 3.66 -5.25 4.24  -0.0007
H31 4.39 -5.40 1.88  0.0000
H32 2.98 -4.47 0.09  -0.0010
H33 -2.23 -3.04 1.71  -0.0004
H34 -4.38 -4.25 1.59  0.0000
H35 -4.86 -5.76 -0.31  -0.0005
H36 -3.16 -6.11 -2.07  0.0000
H37 -1.00 -4.90 -1.96  -0.0016
C44 -3.04 -1.42 -2.49  -0.0019
N3 -3.94 -1.02 -1.43  0.0077
C45 -5.30 -1.56 -1.57  0.0012
C46 -3.56 -0.32 -0.38  0.0091
S1 -1.89 -0.22 0.14  -0.0278
N4 -4.45 0.35 0.36  0.0006
C47 -4.17 0.77 1.73  0.0011
C48 -5.63 0.98 -0.24  -0.0006
H38 -3.47 -1.14 -3.45  0.0001
H39 -2.88 -2.49 -2.48  0.0002
H40 -2.08 -0.91 -2.38  -0.0015
H41 -5.22 -2.59 -1.92  0.0001
H42 -5.88 -1.00 -2.31  0.0004
H43 -5.82 -1.55 -0.62  0.0001
H44 -3.71 -0.03 2.29  0.0001
H45 -5.12 1.01 2.20  0.0003
H46 -3.54 1.66 1.76  0.0004
H47 -5.60 0.93 -1.32  0.0000
H48 -5.63 2.03 0.06  0.0002
H49 -6.55 0.52 0.13  -0.0002